{
  "formula": "C58H75CoN7OP2",
  "method": "wB97M-V/def2-TZVPD",
  "fmax_ev_per_a": 0.9,
  "spin_multiplicity": 5,
  "relative_energy_kcal_mol": 67.0,
  "total_charge": -1,
  "e_tot_ha": -4779.0776,
  "elements": ["Co", "P", "P", "O", "N", "N", "N", "N", "N", "N", "N", "C", "C", "C", "C", "C", "C", "C", "C", "C", "C", "C", "C", "C", "C", "C", "C", "C", "C", "C", "C", "C", "C", "C", "C", "C", "C", "C", "C", "C", "C", "C", "C", "C", "C", "C", "C", "C", "C", "C", "C", "C", "C", "C", "C", "C", "C", "C", "C", "C", "C", "C", "C", "C", "C", "C", "C", "C", "C", "H", "H", "H", "H", "H", "H", "H", "H", "H", "H", "H", "H", "H", "H", "H", "H", "H", "H", "H", "H", "H", "H", "H", "H", "H", "H", "H", "H", "H", "H", "H", "H", "H", "H", "H", "H", "H", "H", "H", "H", "H", "H", "H", "H", "H", "H", "H", "H", "H", "H", "H", "H", "H", "H", "H", "H", "H", "H", "H", "H", "H", "H", "H", "H", "H", "H", "H", "H", "H", "H", "H", "H", "H", "H", "H"],
  "xyz": [[0.5786, -0.8581, -0.1342], [-1.6540, -1.3963, -0.2100], [-0.9648, 3.4357, 0.6448], [0.7266, 0.1416, -2.0477], [2.8487, 0.3574, -1.2065], [-1.6470, 3.5993, 2.2305], [2.3345, -0.1976, -0.0941], [1.1554, -1.0235, 2.0881], [-2.9260, 4.6802, -1.6431], [0.7019, 3.7769, 0.9664], [-0.9446, 1.7116, 0.5056], [1.3347, -2.5690, -0.4150], [-2.1353, -2.8991, 0.7575], [3.0589, 3.2327, -5.2718], [4.0349, 2.5935, -4.5147], [1.8250, 5.2433, -0.6950], [-2.2961, 1.3300, 0.0496], [4.5680, -6.2326, 0.0097], [4.4500, -4.0508, 1.0153], [-2.3103, 4.8892, 2.4676], [-3.4474, -3.3056, 1.0150], [1.6006, -7.1334, 0.6515], [-4.3292, 4.4706, -1.8439], [2.5264, -0.9262, 2.1096], [1.5432, -6.0720, -0.2673], [4.6363, -0.3020, 0.7773], [-3.5534, -2.6369, -2.0632], [1.3571, 2.0857, -4.0171], [1.1653, -1.6927, 4.3948], [0.4992, -6.0806, -1.2030], [-4.0479, 3.3001, -4.0711], [2.3282, 1.4479, -3.2483], [-3.7112, -4.4502, 1.7501], [2.5654, -1.6316, 4.4207], [3.6750, 1.7125, -3.5098], [5.7615, -4.1763, 1.4321], [0.6127, -8.1024, 0.6796], [3.8184, -5.0795, 0.2982], [-1.1045, -3.6948, 1.2575], [1.7195, 2.9718, -5.0199], [-2.7397, 4.9921, 3.9242], [1.9175, -3.6559, -0.3395], [-2.8127, -0.0485, 0.4828], [-2.2522, -1.8406, -1.9596], [5.8856, -6.3440, 0.4157], [-1.1287, -2.7389, -2.4889], [1.7006, 2.8039, 0.4989], [1.0287, 5.1636, 0.6041], [-1.5006, 5.0493, 4.8343], [6.4930, -5.3205, 1.1328], [-2.7601, -0.1152, 2.0135], [-2.3028, -0.5819, -2.8305], [-2.6727, -5.2372, 2.2285], [0.5342, -1.3984, 3.2020], [-0.3435, 4.2347, 4.2313], [3.1522, -0.4779, 0.9202], [-0.4514, -8.0554, -0.2128], [-4.6638, 3.2175, -2.6635], [-2.1153, 4.2033, -2.7262], [-2.8255, 4.2310, -4.0827], [1.9219, 0.5715, -2.1250], [3.0931, 3.4150, 0.5095], [-4.2805, -0.0885, 0.0399], [3.1873, 4.5532, -0.5211], [-0.4874, -7.0487, -1.1702], [2.4476, -4.9297, -0.1610], [-0.8932, 3.0955, 3.3808], [-1.3665, -4.8577, 1.9696], [3.2389, -1.2578, 3.2884], [-1.2395, -8.7965, -0.1632], [-3.3501, 4.1201, 4.1719], [3.3087, 3.7890, 1.5153], [-0.9524, -3.5613, -1.7962], [-3.7550, 2.3018, -4.4032], [3.5195, 4.1547, -1.4821], [4.4231, 1.2150, -2.9088], [-0.0653, 2.4790, 3.0249], [-3.1458, 5.2592, -4.2732], [6.2241, -3.3766, 1.9992], [0.5913, -1.9707, 5.2677], [-1.7381, -0.0037, 2.3789], [-1.1979, 4.8005, -2.7517], [1.9576, 6.2873, -0.9897], [2.4040, -7.1619, 1.3768], [-0.0792, -3.4101, 1.0676], [-4.4185, -2.1203, -1.6465], [-3.3593, 0.6988, 2.4332], [0.2693, 4.8628, 3.5816], [-3.1688, 4.9522, 1.7948], [5.1043, -0.0483, 1.7286], [1.6076, 5.6288, 1.4139], [0.9546, 3.4648, -5.6086], [-2.1297, 3.9487, -4.8737], [-1.1840, 6.0870, 4.9646], [-2.3105, 1.4079, -1.0409], [0.3135, 1.8828, -3.8076], [-1.2939, -7.0248, -1.8940], [-2.4087, -0.8746, -3.8797], [-3.3590, 5.8795, 4.0700], [0.0943, 5.7261, 0.5008], [-1.7902, 3.1692, -2.5188], [-1.4011, -3.1528, -3.4659], [-5.7454, 3.0842, -2.7210], [0.6624, -8.8981, 1.4142], [0.3029, 3.8371, 5.0160], [0.4924, -5.3097, -1.9608], [-4.2532, 2.3595, -2.1254], [7.5257, -5.4110, 1.4458], [4.3198, -1.2294, 3.2760], [-4.8130, -0.9502, 0.4323], [1.2482, 4.7472, -1.4814], [-0.5390, -5.4599, 2.3242], [4.1069, -7.0276, -0.5631], [-1.6566, 5.7471, 2.2428], [1.4752, 2.4610, -0.5132], [-3.4581, -3.6063, -1.5750], [-2.8849, -6.1401, 2.7878], [-1.3689, -0.0231, -2.7260], [5.0998, -1.2143, 0.3875], [6.4488, -7.2343, 0.1601], [-3.1443, 0.0698, -2.5858], [-0.2015, -2.1759, -2.5901], [3.1098, -1.8944, 5.3198], [-4.2843, -2.7410, 0.6373], [-4.7565, 5.3512, -2.3551], [3.3443, 3.9244, -6.0551], [-4.8103, 4.4278, -0.8613], [-0.5451, -1.4935, 3.1424], [-3.0343, 2.0548, 0.4310], [-4.7881, 0.8024, 0.4238], [-0.7284, 1.2623, 1.3919], [-1.5379, 2.4569, 4.0001], [-4.7397, -4.7303, 1.9468], [-3.1456, -1.0634, 2.3864], [-3.7601, -2.8192, -3.1224], [4.8252, 0.4966, 0.0629], [-4.3785, -0.0739, -1.0442], [5.0819, 2.7923, -4.7107], [1.6733, 1.9345, 1.1570], [3.8740, -3.1648, 1.2546], [3.8139, 2.6291, 0.2797], [3.9353, 5.2815, -0.1953], [-1.7581, 4.6559, 5.8207], [-4.7912, 3.6684, -4.7823]],
  "forces_ev_per_a": [[-0.419, -0.025, -0.048], [-0.531, -0.020, -0.024], [0.399, -0.209, 0.678], [0.072, 0.197, -0.175], [0.604, 0.197, -0.407], [-0.006, 0.229, -0.243], [0.208, 0.283, 0.708], [0.279, -0.043, -0.130], [-0.136, 0.485, -0.055], [-0.151, -0.072, -0.280], [-0.288, 0.230, 0.022], [-0.018, -0.171, -0.042], [0.124, -0.013, -0.047], [0.013, -0.035, 0.000], [-0.006, 0.066, -0.059], [0.055, -0.014, 0.102], [0.171, 0.121, -0.122], [-0.096, 0.139, 0.043], [-0.122, -0.036, -0.002], [-0.124, -0.100, -0.016], [0.018, -0.047, 0.041], [-0.005, 0.096, -0.070], [-0.292, -0.434, -0.078], [-0.537, 0.067, 0.371], [-0.123, -0.227, 0.101], [-0.168, -0.074, 0.085], [-0.067, 0.110, 0.043], [-0.065, -0.107, 0.074], [0.144, 0.027, 0.041], [0.102, 0.047, 0.001], [0.011, 0.045, 0.014], [0.141, 0.273, -0.232], [-0.142, 0.008, 0.011], [-0.173, -0.044, 0.006], [-0.082, -0.044, 0.001], [0.095, -0.015, 0.014], [-0.050, -0.091, 0.000], [0.286, -0.156, 0.026], [0.013, 0.073, -0.015], [0.034, 0.074, -0.062], [0.124, 0.041, -0.019], [0.071, -0.486, -0.132], [0.126, -0.147, 0.079], [0.161, -0.025, 0.049], [0.068, -0.063, 0.009], [0.088, 0.079, -0.029], [0.122, -0.046, 0.191], [0.035, 0.019, -0.030], [-0.003, -0.091, -0.061], [0.007, -0.007, -0.028], [0.010, -0.006, -0.066], [0.074, 0.094, 0.096], [0.076, 0.028, -0.048], [-0.051, -0.044, 0.144], [-0.124, -0.027, -0.036], [0.255, 0.287, -0.780], [0.015, -0.017, -0.008], [0.150, 0.112, 0.002], [0.163, -0.032, -0.313], [-0.102, -0.054, 0.200], [-0.369, -0.478, 0.688], [-0.101, 0.037, -0.066], [0.065, 0.063, -0.021], [-0.020, -0.054, 0.040], [-0.032, -0.086, -0.001], [-0.127, 0.465, -0.005], [0.010, -0.037, 0.027], [-0.042, -0.063, 0.112], [0.059, 0.032, -0.194], [0.016, -0.018, -0.033], [-0.034, 0.009, -0.015], [0.024, -0.024, 0.001], [0.084, -0.128, -0.035], [-0.021, -0.006, 0.001], [0.016, -0.007, -0.012], [0.000, 0.000, 0.025], [-0.004, -0.025, 0.009], [0.054, 0.008, -0.070], [-0.018, 0.026, -0.013], [-0.017, -0.064, -0.035], [-0.069, -0.057, 0.083], [0.019, -0.093, 0.052], [-0.046, -0.014, -0.048], [-0.006, 0.012, 0.017], [-0.012, 0.024, 0.013], [0.014, -0.028, -0.004], [0.027, 0.044, -0.010], [0.057, -0.012, 0.028], [0.033, 0.099, 0.008], [0.033, -0.012, -0.007], [-0.067, 0.052, -0.015], [-0.012, 0.001, 0.015], [0.009, 0.045, -0.020], [-0.034, 0.002, 0.064], [0.004, -0.013, 0.030], [0.023, -0.049, 0.020], [0.015, 0.043, 0.000], [0.002, -0.048, -0.004], [-0.040, -0.028, -0.007], [0.036, 0.033, 0.079], [-0.013, 0.026, 0.102], [-0.094, 0.025, 0.011], [0.002, -0.057, 0.049], [0.004, 0.026, 0.022], [0.036, 0.032, -0.009], [-0.101, 0.121, 0.037], [-0.056, -0.048, 0.000], [-0.005, 0.000, 0.018], [-0.008, 0.010, 0.040], [-0.020, -0.019, -0.027], [0.001, 0.028, -0.018], [0.013, -0.015, -0.031], [0.017, -0.020, 0.001], [-0.020, 0.003, -0.023], [0.004, -0.116, -0.019], [-0.028, -0.010, 0.004], [0.011, -0.002, 0.008], [-0.053, 0.025, -0.064], [0.065, 0.036, -0.002], [0.002, 0.003, 0.017], [0.002, -0.016, -0.045], [0.025, -0.056, 0.017], [0.015, 0.033, 0.001], [-0.010, 0.017, -0.014], [0.102, 0.054, 0.062], [-0.011, 0.004, 0.001], [-0.015, 0.066, -0.031], [0.014, 0.011, -0.059], [-0.060, -0.088, -0.033], [0.003, 0.003, 0.043], [0.131, -0.038, -0.096], [0.046, -0.044, -0.023], [0.003, -0.012, -0.023], [-0.016, 0.017, 0.037], [0.023, 0.009, -0.018], [0.059, -0.020, -0.021], [-0.063, -0.018, 0.047], [0.003, -0.020, 0.013], [-0.025, -0.045, -0.126], [0.015, -0.009, -0.051], [0.004, 0.015, 0.035], [0.007, 0.003, -0.037], [0.018, 0.067, 0.031], [0.007, -0.037, -0.025]]
}